[1]
19
Properties=species:S:1:pos:R:3 method="wB97M-V/def2-TZVPD" gap_ev=7.212 relative_energy_ev=4.073 charge=0
C 1.656 -0.303 -1.674
N 1.071 -0.729 0.704
C -0.510 0.432 -0.223
C 0.877 -0.115 -0.420
N -1.428 0.427 -1.323
N -0.504 1.746 0.373
C -0.773 -0.737 0.940
C -0.982 -0.501 2.278
H 1.943 -1.169 0.999
H -1.369 1.274 -1.873
H -1.247 1.771 1.077
H -1.367 -0.393 -1.911
H 0.366 1.905 0.867
H -1.355 -1.543 0.501
H 1.267 -1.144 -2.263
H 1.611 0.594 -2.294
H 2.701 -0.526 -1.438
H -0.275 0.100 2.834
H -1.682 -1.090 2.849

[2]
19
Properties=species:S:1:pos:R:3 method="wB97M-V/def2-TZVPD" gap_ev=9.402 relative_energy_ev=3.989 charge=+2
C -3.682 0.437 -0.042
C -1.964 -0.345 0.049
C -0.626 -0.868 -0.026
C 0.535 0.131 -0.020
C 1.879 -0.602 0.018
N -3.138 -0.859 0.042
N -2.571 1.109 0.044
N 3.007 0.371 0.067
H -4.708 0.752 -0.193
H -0.597 -1.505 -0.928
H -0.532 -1.596 0.800
H 0.451 0.781 0.854
H 0.485 0.745 -0.922
H 2.004 -1.226 -0.870
H 1.943 -1.247 0.900
H -2.356 2.099 -0.007
H 3.006 0.908 0.947
H 2.953 1.038 -0.716
H 3.911 -0.121 0.003

[3]
20
Properties=species:S:1:pos:R:3 method="wB97M-V/def2-TZVPD" gap_ev=9.837 relative_energy_ev=0.948 smiles="CC(C)(/C=N/N)C(N)=O" charge=0
C 0.333 -0.301 1.694
C 0.084 -0.620 0.212
C -0.281 -2.092 0.030
C -0.992 0.256 -0.367
N -0.848 1.516 -0.372
N -1.823 2.325 -0.830
C 1.308 -0.293 -0.662
N 2.036 0.761 -0.244
O 1.612 -0.951 -1.643
H 0.172 0.756 1.893
H 1.347 -0.566 1.982
H -0.360 -0.870 2.309
H 0.544 -2.720 0.368
H -1.175 -2.336 0.605
H -0.461 -2.306 -1.023
H -1.856 -0.234 -0.829
H -1.462 3.222 -1.134
H -2.506 1.915 -1.473
H 1.592 1.430 0.363
H 2.736 1.109 -0.880

[4]
20
Properties=species:S:1:pos:R:3 method="wB97M-V/def2-TZVPD" gap_ev=6.830 relative_energy_ev=4.480 charge=0
C 1.252 0.464 -0.351
C -2.253 0.023 0.910
N 0.016 1.047 -0.838
N 2.073 1.220 0.458
N 1.943 -0.286 -1.291
C 0.232 -1.035 0.781
C -0.913 0.113 -1.276
C -1.446 -0.635 -0.200
O 0.701 -2.128 0.557
H -0.357 1.639 -0.106
H 2.858 1.689 0.025
H 1.630 1.751 1.191
H 2.690 -0.810 -0.852
H 1.337 -0.935 -1.782
H 0.137 -0.677 1.843
H -0.623 -0.417 -2.175
H -1.870 -1.597 -0.487
H -3.237 0.306 0.537
H -2.393 -0.659 1.752
H -1.778 0.925 1.302